# 1
C34H26F5IrN4O2S | ωB97M-V/def2-TZVPD

Geometry as ORCA input:
```
! RIJCOSX wB97M-V def2-TZVPD def2/J DEFGRID3
* xyz 0 1
Ir -0.031 -0.933 0.125
C 1.684 1.877 -3.474
C 1.806 0.385 -3.618
C 2.112 -0.138 -4.872
C 2.145 -1.500 -5.109
C 1.809 -2.369 -4.083
C 1.511 -1.888 -2.818
C 1.130 -2.868 -1.742
C 1.577 -0.508 -2.559
N 1.268 -0.052 -1.249
C 1.925 1.001 -0.689
O 3.007 1.482 -0.963
C 1.082 1.615 0.413
C 1.294 2.846 0.991
C 0.414 3.278 1.979
C -0.659 2.481 2.357
C -0.823 1.262 1.732
N 0.034 0.875 0.786
C -1.977 0.307 1.939
O -2.912 0.608 2.664
N -1.818 -0.781 1.163
C -2.946 -1.625 0.897
C -3.408 -2.562 1.818
C -2.768 -2.749 3.166
C -4.510 -3.338 1.469
C -5.134 -3.191 0.243
C -4.660 -2.253 -0.664
C -3.564 -1.463 -0.349
C -3.034 -0.465 -1.348
H 1.485 2.326 -4.447
H 2.593 2.319 -3.066
H 0.863 2.145 -2.804
H 2.310 0.554 -5.683
H 2.389 -1.881 -6.092
H 1.775 -3.438 -4.262
H 0.792 -3.820 -2.150
H 0.262 -2.493 -1.153
H 1.943 -3.045 -1.038
H 2.137 3.435 0.658
H 0.566 4.239 2.454
H -1.374 2.772 3.113
H -2.088 -3.603 3.151
H -3.529 -2.954 3.918
H -2.212 -1.866 3.476
H -4.889 -4.060 2.183
H -5.990 -3.803 -0.008
H -5.145 -2.133 -1.625
H -3.548 -0.565 -2.303
H -1.964 -0.607 -1.551
H -3.156 0.562 -0.997
F 2.252 0.119 2.333
C 1.671 -1.067 2.619
C 0.864 -1.722 1.698
C 0.406 -2.969 2.107
F -0.346 -3.688 1.251
C 0.680 -3.525 3.340
F 0.198 -4.721 3.671
C 1.451 -2.817 4.241
F 1.712 -3.316 5.445
C 1.962 -1.590 3.866
F 2.742 -0.911 4.707
S 4.111 -1.868 0.241
C 5.051 -0.524 -0.081
N 5.088 0.507 0.813
C 5.829 1.634 0.678
C 6.630 1.802 -0.400
C 6.632 0.780 -1.382
C 5.871 -0.336 -1.234
H 4.445 0.420 1.588
H 5.739 2.358 1.475
H 7.230 2.693 -0.503
H 7.246 0.895 -2.267
H 5.849 -1.115 -1.981
*
```

Results
molecular weight = 841.88 g mol⁻¹
LUMO = -1.210 eV
HOMO-LUMO gap = 6.50 eV
DFT total energy = -2682.58269 Eh
energy relative to the best compared isomer or geometry (same formula, charge and spin) = 1.0333 eV

# 2
C52H39F3GeIN3O2V | ωB97M-V/def2-TZVPD

Geometry as ORCA input:
```
! RIJCOSX wB97M-V def2-TZVPD def2/J DEFGRID3
* xyz -2 4
V -0.617 0.538 -1.048
C 1.556 2.868 -2.386
O 0.878 1.642 -2.455
C 1.337 0.718 -3.374
C 2.349 0.962 -4.276
C 2.813 -0.047 -5.122
C 2.235 -1.303 -5.054
C 1.215 -1.558 -4.166
C 0.720 -0.561 -3.296
N -0.230 -0.807 -2.365
N -0.675 -2.073 -2.366
C -1.091 -2.671 -1.268
C -1.090 -2.137 0.054
O -0.510 -0.904 0.346
C -1.707 -2.799 1.104
C -2.286 -4.042 0.931
C -2.226 -4.680 -0.321
C -2.762 -5.969 -0.534
C -2.669 -6.591 -1.752
C -2.037 -5.948 -2.818
C -1.542 -4.673 -2.651
C -1.619 -4.016 -1.422
H 2.632 2.727 -2.228
H 1.398 3.462 -3.297
H 1.133 3.406 -1.536
H 2.805 1.939 -4.344
H 3.618 0.163 -5.812
H 2.591 -2.094 -5.702
H 0.771 -2.539 -4.097
H -1.725 -2.317 2.075
H -2.778 -4.537 1.758
H -3.257 -6.471 0.291
H -3.098 -7.579 -1.892
H -1.943 -6.449 -3.772
H -1.082 -4.148 -3.475
I -2.588 1.074 -3.506
C -4.105 1.006 -1.989
C -5.391 1.138 -2.457
C -6.458 1.169 -1.560
C -6.206 1.091 -0.218
C -4.887 0.997 0.274
C -4.659 1.040 1.658
C -3.378 0.998 2.142
C -2.313 0.822 1.266
C -2.449 0.744 -0.116
C -3.768 0.905 -0.624
H -5.580 1.216 -3.516
H -7.467 1.283 -1.937
H -7.015 1.125 0.502
H -5.503 1.120 2.330
H -3.193 1.085 3.207
H -1.330 0.755 1.723
F -2.741 5.326 3.331
C -2.736 5.637 2.017
F -4.015 5.947 1.700
F -2.104 6.893 1.996
C -2.115 4.644 1.152
C -1.060 3.811 1.606
C -0.456 2.965 0.723
N -0.812 2.815 -0.579
C -1.770 3.672 -1.020
C -2.425 4.572 -0.233
H -0.744 3.850 2.638
H 0.388 2.362 1.033
H -1.969 3.632 -2.084
H -3.172 5.233 -0.650
C 0.738 -0.578 -0.159
Ge 2.105 -0.250 1.267
C 2.335 1.527 2.145
C 3.074 2.524 1.503
C 3.250 3.767 2.074
C 2.668 4.063 3.299
C 1.875 3.107 3.918
C 1.710 1.863 3.344
C 3.868 -0.566 0.366
C 5.041 0.069 0.769
C 6.238 -0.142 0.113
C 6.303 -1.019 -0.960
C 5.155 -1.689 -1.353
C 3.961 -1.462 -0.698
C 1.890 -1.679 2.648
C 2.210 -1.524 3.993
C 2.082 -2.571 4.885
C 1.637 -3.811 4.449
C 1.318 -3.985 3.111
C 1.447 -2.933 2.227
H 1.175 -1.415 -0.721
H 3.513 2.313 0.535
H 3.842 4.517 1.564
H 2.818 5.031 3.755
H 1.381 3.341 4.851
H 1.072 1.136 3.826
H 5.007 0.754 1.607
H 7.133 0.382 0.430
H 7.238 -1.183 -1.481
H 5.194 -2.383 -2.182
H 3.078 -1.986 -1.035
H 2.565 -0.565 4.345
H 2.321 -2.425 5.933
H 1.541 -4.634 5.145
H 0.954 -4.941 2.758
H 1.180 -3.090 1.191
*
```

Results
molecular weight = 1045.36 g mol⁻¹
LUMO (spin up / spin down) = 4.078 / 4.070 eV
HOMO-LUMO gap (spin up / spin down) = 4.01 / 4.28 eV
DFT total energy = -5937.84208 Eh
energy relative to the best compared isomer or geometry (same formula, charge and spin) = 1.7280 eV

# 3
C5H10O | ωB97M-V/def2-TZVPD

Geometry as ORCA input:
```
! RIJCOSX wB97M-V def2-TZVPD def2/J DEFGRID3
* xyz 0 1
C -1.623 0.636 0.925
C -0.649 -0.482 0.678
C 0.348 -0.372 -0.214
C 0.607 -1.491 -1.184
C 1.034 0.975 -0.340
O 1.283 1.501 0.956
H -1.667 1.110 1.907
H -2.596 0.171 0.721
H -1.494 1.419 0.168
H -0.957 -1.471 1.027
H 0.368 -2.472 -0.752
H 1.600 -1.515 -1.646
H -0.121 -1.343 -1.998
H 0.423 1.722 -0.863
H 1.981 0.887 -0.894
H 1.463 0.726 1.509
*
```

Results
molecular weight = 86.13 g mol⁻¹
LUMO = 0.971 eV
SMILES = C/C=C(/C)CO
HOMO-LUMO gap = 9.68 eV
DFT total energy = -271.69528 Eh
energy relative to the best compared isomer or geometry (same formula, charge and spin) = 1.5601 eV